{"formula": "C23H39InN3O9SSi", "method": "ωB97M-V/def2-TZVPD", "elements": ["In", "O", "C", "O", "C", "C", "C", "C", "C", "N", "C", "O", "O", "H", "H", "H", "H", "H", "C", "C", "C", "C", "O", "Si", "S", "O", "C", "C", "C", "C", "O", "C", "C", "C", "C", "H", "H", "H", "H", "H", "H", "H", "H", "H", "H", "H", "H", "H", "H", "H", "H", "H", "H", "H", "H", "H", "H", "H", "H", "H", "H", "H", "C", "C", "N", "O", "C", "C", "N", "O", "H", "H", "H", "H", "H", "H", "H"], "xyz": [[0.223, -1.176, -0.807], [1.776, -1.780, -5.420], [0.882, -1.560, -4.398], [0.306, -0.487, -4.280], [0.523, -2.754, -3.591], [0.823, -4.038, -4.104], [0.449, -5.088, -3.283], [-0.303, -4.896, -2.096], [-0.688, -3.585, -1.784], [-0.191, -2.552, -2.482], [-1.810, -3.252, -0.855], [-2.680, -4.229, -0.571], [-1.928, -2.104, -0.381], [2.013, -0.848, -5.777], [1.352, -4.066, -5.036], [0.840, -6.099, -3.449], [-0.441, -5.697, -1.387], [-2.581, -5.162, -0.952], [-1.854, 1.615, -2.199], [-1.071, 1.983, -0.901], [0.448, 2.134, -1.260], [-1.660, 3.192, -0.208], [-1.150, 0.815, 0.023], [-0.852, 0.682, 1.677], [0.420, -1.044, 1.739], [-0.087, 2.066, 2.088], [0.818, 2.481, 3.230], [2.200, 2.355, 2.605], [0.409, 3.919, 3.480], [0.519, 1.506, 4.343], [-2.167, 0.403, 2.519], [-2.944, -0.612, 3.324], [-3.940, -1.147, 2.373], [-3.623, 0.242, 4.383], [-2.036, -1.567, 4.068], [-1.649, 2.363, -2.967], [-2.918, 1.533, -1.803], [-1.497, 0.684, -2.598], [-0.023, 3.849, -2.024], [0.496, 0.717, -2.794], [0.972, 2.256, -0.269], [-1.736, 4.071, -0.872], [-1.073, 3.484, 0.631], [-2.591, 2.887, 0.213], [2.309, 2.729, 1.611], [2.535, 1.288, 2.460], [2.983, 2.900, 3.245], [0.456, 4.515, 2.604], [1.038, 4.473, 4.213], [-0.633, 3.912, 3.857], [0.810, 0.486, 4.010], [-0.522, 1.657, 4.583], [1.133, 1.748, 5.215], [-4.518, -0.304, 1.963], [-4.697, -1.808, 2.880], [-3.472, -1.702, 1.463], [-4.091, 1.075, 3.861], [-2.873, 0.576, 5.075], [-4.389, -0.429, 4.809], [-1.495, -2.296, 3.478], [-2.610, -2.228, 4.771], [-1.316, -1.021, 4.692], [4.394, -0.818, -2.611], [3.066, -0.412, -2.013], [2.422, -1.363, -1.297], [3.314, -2.363, -1.004], [2.361, 0.804, -2.155], [3.073, 1.943, -2.727], [0.947, 0.845, -1.860], [0.752, 3.262, -2.055], [4.661, -1.898, -2.514], [5.192, -0.338, -2.022], [4.509, -0.419, -3.640], [2.891, -3.053, -0.465], [2.434, 2.563, -3.328], [3.842, 1.569, -3.329], [3.520, 2.609, -1.919]], "total_energy_ha": -2618.9191, "charge": 1, "gap_ha": [0.13656, 0.13670]}